1.
25
Properties=species:S:1:pos:R:3 method="wB97M-V/def2-TZVPD" energy_ev=-12073.6175 largest_force_ev_per_a=4.76 homo_ha=-0.43831 relative_energy_kcal_mol=137.2 homo_lumo_gap_ev=7.70 charge=+1
C -0.797 2.395 -0.367
C -1.107 1.689 0.727
C 1.533 2.275 -0.026
C 1.367 1.730 1.219
C 0.407 1.753 -0.744
C 0.090 0.848 1.067
C 0.196 -0.451 0.845
C 1.497 -1.086 1.075
C -0.622 -1.090 -1.927
C -1.068 -2.016 -0.813
N -1.008 -1.289 0.489
H -1.511 3.075 -0.912
H -2.034 1.802 1.238
H 2.372 2.838 -0.537
H 1.858 1.744 2.141
H 2.031 -0.413 1.665
H 2.101 -1.302 0.127
H 1.381 -2.171 1.542
H -1.054 -0.078 -1.877
H 0.453 -0.991 -1.846
H -0.704 -1.589 -2.955
H -0.323 -2.875 -0.869
H -2.093 -2.247 -0.975
H -1.199 -1.961 1.249
H -1.769 -0.592 0.465

2.
26
Properties=species:S:1:pos:R:3 method="wB97M-V/def2-TZVPD" energy_ev=-13573.1968 largest_force_ev_per_a=6.94 homo_ha=-0.25562 relative_energy_kcal_mol=92.0 smiles="C/C=C(/C)N(N)c1ccccc1" homo_lumo_gap_ev=7.83
C -2.139 -0.754 2.151
C -2.343 0.234 1.070
C -1.378 0.825 0.374
C -1.481 1.785 -0.800
N 0.226 0.546 0.802
N 0.732 1.441 1.730
C 0.867 -0.056 -0.247
C 0.238 -0.714 -1.287
C 0.976 -1.436 -2.246
C 2.333 -1.609 -2.097
C 2.986 -0.968 -1.007
C 2.273 -0.126 -0.189
H -2.547 -1.702 1.692
H -2.689 -0.357 2.987
H -0.986 -0.888 2.472
H -3.396 0.617 1.044
H -2.180 1.240 -1.400
H -0.418 1.967 -1.201
H -2.003 2.754 -0.559
H 0.101 1.507 2.584
H 1.673 1.104 2.007
H -0.815 -0.671 -1.335
H 0.412 -1.914 -3.173
H 2.824 -2.371 -2.782
H 4.051 -1.233 -0.894
H 2.685 0.776 0.305

3.
26
Properties=species:S:1:pos:R:3 method="wB97M-V/def2-TZVPD" energy_ev=-13574.8242 largest_force_ev_per_a=2.55 homo_ha=-0.30357 relative_energy_kcal_mol=54.5 smiles="C=C(CNN)c1ccccc1C" homo_lumo_gap_ev=9.24
C -2.407 0.294 -0.221
C -1.136 0.010 -0.504
C -0.720 -1.238 -1.166
N -1.502 -2.414 -0.731
N -1.334 -2.668 0.675
C 0.036 0.886 -0.295
C 0.203 2.075 -1.051
C 1.454 2.735 -1.061
C 2.461 2.329 -0.167
C 2.225 1.263 0.711
C 0.998 0.554 0.705
C 0.792 -0.563 1.781
H -2.666 1.174 0.420
H -3.143 -0.436 -0.585
H -0.785 -1.177 -2.287
H 0.353 -1.407 -0.927
H -0.896 -3.160 -1.147
H -1.660 -1.768 1.094
H -1.976 -3.364 0.982
H -0.510 2.412 -1.824
H 1.658 3.516 -1.766
H 3.389 2.858 -0.257
H 2.957 0.891 1.458
H 1.193 -0.365 2.831
H 1.269 -1.497 1.381
H -0.254 -0.939 1.952

4.
26
Properties=species:S:1:pos:R:3 method="wB97M-V/def2-TZVPD" energy_ev=-13572.5445 largest_force_ev_per_a=5.15 homo_ha=-0.30575 relative_energy_kcal_mol=107.1 homo_lumo_gap_ev=9.22
C -1.088 0.687 1.843
C -2.170 -0.079 1.137
C -0.302 1.463 0.851
C -1.581 -1.352 0.495
C 1.739 0.151 -2.082
C 1.711 0.021 0.252
C 1.866 -0.847 -0.914
C 0.382 0.641 -1.644
C 0.251 0.451 -0.137
C -0.402 -0.918 -0.288
N 0.653 -1.727 -0.912
N -0.353 -1.110 -1.712
H -1.423 1.374 2.824
H -0.462 -0.083 2.310
H -2.964 -0.374 1.784
H -2.715 0.516 0.325
H -0.877 2.280 0.503
H 0.536 1.855 1.308
H -1.508 -2.319 1.063
H -2.369 -1.557 -0.284
H 2.612 0.904 -2.125
H 1.714 -0.157 -3.150
H 1.796 -0.419 1.302
H 2.412 0.855 0.335
H 2.857 -1.526 -0.912
H -0.315 1.270 -2.174

5.
29
Properties=species:S:1:pos:R:3 method="wB97M-V/def2-TZVPD" energy_ev=-28501.6995 largest_force_ev_per_a=4.80 homo_ha=-0.29866 relative_energy_kcal_mol=144.5 homo_lumo_gap_ev=8.55
C 4.174 0.612 -1.869
C -4.971 -1.068 1.055
C -1.781 0.926 1.798
C 3.576 -0.421 -1.297
C -3.760 -1.378 0.773
C -0.978 0.179 1.122
C 1.314 0.637 1.150
C 0.455 1.691 -2.870
C 3.349 -0.521 0.347
C -3.095 -0.962 -0.499
N 1.581 1.566 1.922
N 1.871 -0.474 0.604
O -0.223 2.397 -2.285
O 1.167 1.028 -3.485
S -1.201 -0.884 -0.194
H 4.275 0.694 -3.016
H 4.580 1.386 -1.294
H -5.328 -1.570 2.016
H -5.677 -0.641 0.304
H -2.828 0.821 1.902
H -1.347 1.434 2.653
H 2.984 -1.167 -1.868
H -3.079 -1.900 1.445
H 3.910 0.170 0.918
H 3.828 -1.496 0.467
H -3.465 -0.045 -0.898
H -3.076 -1.612 -1.416
H 2.523 1.723 2.326
H 1.222 -1.124 0.187

6.
27
Properties=species:S:1:pos:R:3 method="wB97M-V/def2-TZVPD" energy_ev=-24407.3865 largest_force_ev_per_a=5.37 homo_ha=-0.29766 relative_energy_kcal_mol=138.3 smiles="CN/C(=N/c1cccc(C)c1)SC" homo_lumo_gap_ev=8.75
C -4.049 -1.606 0.848
N -3.423 -0.307 0.211
C -2.067 -0.075 -0.039
N -1.169 -0.963 -0.287
C 0.201 -0.487 -0.324
C 0.934 -1.116 -1.416
C 2.341 -1.183 -1.484
C 3.075 -0.659 -0.339
C 2.340 -0.025 0.694
C 3.100 0.869 1.718
C 0.869 -0.053 0.825
S -2.061 1.689 -0.256
C -0.358 2.260 -1.238
H -3.465 -2.051 1.601
H -5.270 -1.313 1.039
H -3.934 -2.399 -0.008
H -4.075 0.312 -0.185
H -0.084 -1.236 -2.156
H 2.745 -1.756 -2.364
H 4.262 -0.729 -0.305
H 3.133 0.508 2.914
H 4.300 0.750 1.383
H 2.673 1.989 1.698
H 0.250 0.261 1.726
H 0.538 2.357 -0.663
H -0.531 3.433 -1.438
H -0.276 1.533 -2.155

7.
27
Properties=species:S:1:pos:R:3 method="wB97M-V/def2-TZVPD" energy_ev=-24412.0015 largest_force_ev_per_a=3.15 homo_ha=-0.30502 relative_energy_kcal_mol=31.9 smiles="CCS/C(=N/C)Nc1ccccc1" homo_lumo_gap_ev=9.12
C 1.609 3.094 3.399
C 1.584 2.488 2.059
S 0.140 1.451 1.860
C 0.327 0.875 0.225
N 1.397 1.049 -0.405
C 1.461 0.730 -1.845
N -0.904 0.373 -0.304
C -0.988 -0.918 -0.796
C 0.040 -1.891 -0.691
C -0.092 -3.149 -1.229
C -1.280 -3.522 -1.890
C -2.321 -2.615 -2.012
C -2.217 -1.298 -1.440
H 2.497 3.689 3.625
H 0.812 3.850 3.505
H 1.478 2.342 4.180
H 2.470 1.896 1.874
H 1.464 3.227 1.281
H 0.446 0.806 -2.261
H 2.263 1.382 -2.215
H 1.826 -0.285 -2.055
H -1.711 0.650 0.241
H 0.981 -1.549 -0.279
H 0.732 -3.879 -1.125
H -1.427 -4.563 -2.206
H -3.237 -2.930 -2.502
H -3.031 -0.572 -1.545

8.
33
Properties=species:S:1:pos:R:3 method="wB97M-V/def2-TZVPD" energy_ev=-27862.0299 largest_force_ev_per_a=7.10 homo_ha="-0.43461 / -0.55913" relative_energy_kcal_mol=23.1 homo_lumo_gap_ev="4.43 / 2.79" spin_multiplicity=6 charge=+2
O 2.165 3.293 -4.684
C 1.504 3.379 -3.752
Ru -2.142 2.232 -1.762
O 0.568 1.230 -0.958
C -0.486 1.624 -1.275
C -3.316 0.979 -0.867
O -3.990 0.256 -0.263
C -1.706 1.500 -3.517
O -1.395 1.017 -4.516
C -2.108 3.919 -0.935
O -2.040 4.937 -0.356
H 0.376 3.573 -3.320
C -0.568 0.124 2.914
N 0.312 -0.783 2.196
C 1.025 -1.762 3.018
C -0.008 -1.116 0.885
N -1.115 -0.812 0.269
N 0.948 -1.805 0.206
C 2.351 -1.751 0.538
C 0.591 -2.261 -1.133
H -0.039 0.502 3.804
H -1.479 -0.397 3.249
H -0.829 0.981 2.268
H 1.046 -2.738 2.499
H 2.036 -1.400 3.233
H 0.486 -1.856 3.962
H -1.855 -0.429 0.878
H 2.622 -2.673 1.066
H 2.908 -1.761 -0.394
H 2.592 -0.854 1.130
H -0.505 -2.179 -1.240
H 1.107 -1.674 -1.906
H 0.944 -3.297 -1.237

What did the eighth record say?
33
Properties=species:S:1:pos:R:3 method="wB97M-V/def2-TZVPD" energy_ev=-27862.0299 largest_force_ev_per_a=7.10 homo_ha="-0.43461 / -0.55913" relative_energy_kcal_mol=23.1 homo_lumo_gap_ev="4.43 / 2.79" spin_multiplicity=6 charge=+2
O 2.165 3.293 -4.684
C 1.504 3.379 -3.752
Ru -2.142 2.232 -1.762
O 0.568 1.230 -0.958
C -0.486 1.624 -1.275
C -3.316 0.979 -0.867
O -3.990 0.256 -0.263
C -1.706 1.500 -3.517
O -1.395 1.017 -4.516
C -2.108 3.919 -0.935
O -2.040 4.937 -0.356
H 0.376 3.573 -3.320
C -0.568 0.124 2.914
N 0.312 -0.783 2.196
C 1.025 -1.762 3.018
C -0.008 -1.116 0.885
N -1.115 -0.812 0.269
N 0.948 -1.805 0.206
C 2.351 -1.751 0.538
C 0.591 -2.261 -1.133
H -0.039 0.502 3.804
H -1.479 -0.397 3.249
H -0.829 0.981 2.268
H 1.046 -2.738 2.499
H 2.036 -1.400 3.233
H 0.486 -1.856 3.962
H -1.855 -0.429 0.878
H 2.622 -2.673 1.066
H 2.908 -1.761 -0.394
H 2.592 -0.854 1.130
H -0.505 -2.179 -1.240
H 1.107 -1.674 -1.906
H 0.944 -3.297 -1.237

Copy entry 7 word for word.
27
Properties=species:S:1:pos:R:3 method="wB97M-V/def2-TZVPD" energy_ev=-24412.0015 largest_force_ev_per_a=3.15 homo_ha=-0.30502 relative_energy_kcal_mol=31.9 smiles="CCS/C(=N/C)Nc1ccccc1" homo_lumo_gap_ev=9.12
C 1.609 3.094 3.399
C 1.584 2.488 2.059
S 0.140 1.451 1.860
C 0.327 0.875 0.225
N 1.397 1.049 -0.405
C 1.461 0.730 -1.845
N -0.904 0.373 -0.304
C -0.988 -0.918 -0.796
C 0.040 -1.891 -0.691
C -0.092 -3.149 -1.229
C -1.280 -3.522 -1.890
C -2.321 -2.615 -2.012
C -2.217 -1.298 -1.440
H 2.497 3.689 3.625
H 0.812 3.850 3.505
H 1.478 2.342 4.180
H 2.470 1.896 1.874
H 1.464 3.227 1.281
H 0.446 0.806 -2.261
H 2.263 1.382 -2.215
H 1.826 -0.285 -2.055
H -1.711 0.650 0.241
H 0.981 -1.549 -0.279
H 0.732 -3.879 -1.125
H -1.427 -4.563 -2.206
H -3.237 -2.930 -2.502
H -3.031 -0.572 -1.545